(1)
Molecular formula: C4H30NO9
Method: DFT, ωB97M-V with the def2-TZVPD basis set

Cartesian coordinates (Å):
C 0.93084 -0.50778 0.29530
C 1.10510 -1.02447 1.73536
C 1.59318 -2.44105 1.50297
C 2.02177 -0.17566 2.58700
N 0.07331 0.73422 0.20066
H 1.83314 -0.37741 -0.28861
H 0.31500 -1.22809 -0.24087
H 0.11318 -1.02537 2.18547
H 2.64799 -2.51151 1.22070
H 1.71148 -2.99221 2.44774
H 1.01833 -3.13838 0.90012
H 3.05896 -0.49670 2.42020
H 1.89602 -0.31221 3.65824
H 2.09599 0.88679 2.36631
H 0.57415 1.57576 0.51237
H -0.21287 1.05244 -0.74528
H -0.82127 0.59284 0.67549
H -1.24113 -3.07934 -2.29349
H -0.29176 -3.96983 -1.58782
O -0.74948 -3.12581 -1.46251
H 1.29788 0.78786 -3.23544
H 2.69449 0.89593 -3.57784
O 1.85009 0.60064 -3.99096
H -2.91702 1.34855 2.37644
H -2.66132 0.04533 2.99825
O -2.36875 0.56627 2.23526
H -0.88714 -0.06058 -3.58413
H -0.55160 -0.82402 -2.29445
O -0.58320 0.07826 -2.66927
H -3.15709 -1.88850 -0.36464
H -3.63998 -2.60710 -1.61156
O -3.32589 -1.74981 -1.30211
H -3.63375 0.90854 0.44040
H -4.61858 1.19091 -0.78576
O -3.70252 1.10963 -0.50212
H 1.35280 2.58037 2.76182
H 2.00527 3.83985 2.30763
O 1.33023 3.20744 2.02894
H 3.06322 2.51902 -0.70118
H 3.64293 1.17846 -0.98229
O 2.79198 1.63732 -0.99758
H -1.74269 2.05374 -2.32104
H -2.39953 1.98081 -0.93564
O -1.51175 2.16485 -1.38208

As for the expectation value of S²: 0.76. As for the HOMO energy (spin up / spin down): -17.115 / -17.051 eV. Its LUMO energy (spin up / spin down) is -5.7598 / -13.3453 eV. Its charge is +2. As for the spin multiplicity: 2. The value obtained for the max |F| is 0.05250 Eh/bohr. The orbital gap (spin up / spin down) comes out at 11.35 / 3.71 eV.

Here are the Mulliken charges for atoms 1 to 8, given in e: C -0.86; C 1.10; C -1.65; C -1.34; N 0.30; H 0.30; H 0.17; H 0.22

(2)
Molecular formula: C2H4N2O3
Method: DFT, ωB97M-V with the def2-TZVPD basis set

Cartesian coordinates (Å):
C 1.46335 -0.32843 0.12983
C -0.18022 0.95897 -0.26947
N -0.35974 -0.30481 0.51426
N -1.06488 -1.32342 -0.04440
O 2.23191 -1.20173 0.08866
O 1.23450 0.81674 -0.49227
O -0.46383 2.07555 0.33443
H -0.78946 0.92915 -1.21710
H -0.57898 -1.86393 -0.81871
H -1.53022 -1.99422 0.62914
H 0.03757 2.23612 1.14564

As for the HOMO energy: -8.907 eV. Its LUMO energy is 0.6985 eV. The value obtained for the max |F| is 0.09964 Eh/bohr. As for the energy above the lowest of the compared OMol25 structures with the same formula, charge and spin: 368.1 kJ/mol. The orbital gap comes out at 9.61 eV.

Here are the Mulliken charges for atoms 1 to 8, given in e: C 0.53; C 0.14; N -0.18; N -0.48; O -0.39; O -0.28; O -0.45; H 0.33

(3)
Molecular formula: C14H10N2O2PtS3
Method: DFT, ωB97M-V with the def2-TZVPD basis set

Cartesian coordinates (Å):
Pt 0.85204 -1.81942 0.87349
O -5.87006 2.01049 0.59992
C -4.82102 2.65811 0.05929
O -4.96877 3.74623 -0.41919
C -3.49006 1.96226 0.07801
C -3.22941 0.78607 0.76420
C -1.96859 0.21236 0.73342
C -0.94375 0.80669 0.01308
C -1.20430 1.99192 -0.68484
C -2.45942 2.55984 -0.64287
N 0.33236 0.16345 0.01143
C 1.27466 0.63061 -0.72053
C 2.51082 -0.10920 -0.86550
C 3.60782 0.40344 -1.54271
C 4.77586 -0.33915 -1.57737
C 4.81253 -1.55854 -0.91946
C 3.67315 -2.01268 -0.27550
N 2.53767 -1.31497 -0.27295
H -5.62219 1.12975 0.90315
H -3.98476 0.28323 1.35723
H -1.78343 -0.70619 1.26759
H -0.44601 2.49340 -1.26714
H -2.66924 3.47922 -1.17135
H 1.18279 1.54705 -1.29278
H 3.54556 1.37370 -2.01611
H 5.64713 0.03506 -2.09689
H 5.70585 -2.16580 -0.90901
H 3.64521 -2.96367 0.23999
S -0.84695 -5.11818 3.41528
C -0.21525 -3.92922 2.52692
S -0.53687 -2.19988 2.61133
S 0.95662 -4.03597 1.21983

As for the HOMO energy: -7.803 eV. Its LUMO energy is -1.9436 eV. The value obtained for the max |F| is 0.02139 Eh/bohr. The orbital gap comes out at 5.86 eV.

Here are the Mulliken charges for atoms 1 to 8, given in e: Pt 0.49; O -0.48; C 0.63; O -0.54; C 0.94; C -1.27; C -0.33; C 1.77

(4)
Molecular formula: C5H36N2O12
Method: DFT, ωB97M-V with the def2-TZVPD basis set

Cartesian coordinates (Å):
C 1.91507 1.07065 -1.54861
C 0.85063 -0.02856 -1.82228
C 1.45310 -0.85839 -2.97473
O 0.38230 -1.39676 -3.78957
N 0.57679 -0.98839 -0.74787
C -0.30795 -0.59292 0.32574
C 0.04579 -1.29703 1.65586
N 1.29916 -0.86278 2.23518
H 1.43387 1.78051 -0.83783
H 2.12889 1.59649 -2.45472
H 2.89882 0.80246 -1.19182
H -0.00852 0.54427 -2.28882
H 2.12433 -0.17592 -3.50141
H 2.07121 -1.67243 -2.60902
H 0.52083 -1.00072 -4.65401
H 1.48469 -1.14766 -0.31165
H -1.33545 -1.06960 0.23539
H -0.38029 0.46785 0.59851
H -0.82955 -1.26449 2.33737
H 0.15634 -2.39989 1.55048
H 1.74748 -1.41782 2.95543
H 1.87175 -0.28873 1.64454
O 3.43813 -2.03386 0.18140
H 4.03339 -2.48148 0.79441
H 3.98209 -1.91525 -0.60552
O -3.60617 0.16274 0.79205
H -4.31823 0.74626 1.07951
H -2.95792 0.28006 1.51751
O -2.07022 2.51482 0.68851
H -1.15045 2.71857 0.90001
H -2.08574 2.02477 -0.16623
O -3.18541 1.59915 2.94734
H -3.21436 2.44410 2.36365
H -2.34195 1.61785 3.41242
O 1.04022 3.49298 2.11041
H 0.15923 3.72476 2.43030
H 1.18716 2.66136 2.62373
O -1.34447 -2.90121 -1.46757
H -0.68147 -3.35805 -0.94028
H -0.87021 -2.32698 -2.06344
O -2.19025 1.71531 -1.84864
H -2.06996 0.81176 -2.19425
H -2.90258 2.14847 -2.32175
O 4.12331 0.65785 0.75302
H 4.21942 1.62384 0.76390
H 4.77839 0.50342 0.04899
O 1.00778 1.50412 3.90655
H 0.83820 0.61449 3.54181
H 1.84548 1.68216 4.33412
O -3.17278 -2.66046 1.01535
H -2.69896 -2.55789 0.18414
H -4.04815 -2.27288 0.95636
O -2.00337 -0.51810 -3.46835
H -1.24206 -0.99113 -3.05864
H -2.59737 -1.03169 -4.01699

As for the HOMO energy: -8.854 eV. Its LUMO energy is -0.0986 eV. The value obtained for the max |F| is 0.05961 Eh/bohr. As for the energy above the lowest of the compared OMol25 structures with the same formula, charge and spin: 347.0 kJ/mol. The orbital gap comes out at 8.76 eV.

Here are the Mulliken charges for atoms 1 to 8, given in e: C -1.61; C 0.85; C -1.14; O -0.52; N 0.62; C 0.85; C -0.76; N -0.39

(5)
Molecular formula: C18H28AlNO6S
Method: DFT, ωB97M-V with the def2-TZVPD basis set

Cartesian coordinates (Å):
Al 0.22710 0.05561 -0.61397
O -1.14896 3.78444 -1.38008
C -0.91290 2.64067 -0.98094
O -0.32094 1.70375 -1.64904
C -1.34200 2.17844 0.38448
C -2.05732 2.86197 1.32406
C -2.42045 2.23402 2.53806
C -2.00247 0.89428 2.74512
C -1.25820 0.25938 1.78733
N -0.94612 0.88226 0.59795
C -0.69112 -1.11762 1.82298
O -0.86209 -1.89140 2.76804
O -0.01305 -1.39535 0.74491
H -2.34973 3.88049 1.09683
H -3.00497 2.75790 3.28313
H -2.23696 0.35528 3.65450
C -1.53874 -1.93998 -3.68423
C -1.33498 -1.82428 -2.16704
C -1.11419 -3.22612 -1.58036
C -2.58586 -1.19697 -1.53756
O -0.20676 -1.02388 -1.96920
H -2.39861 -2.57243 -3.93180
H -0.63957 -2.36870 -4.13526
H -1.69287 -0.94308 -4.10468
H -1.98078 -3.87120 -1.76160
H -0.92698 -3.14673 -0.50965
H -0.23369 -3.67831 -2.04856
H -3.47665 -1.80442 -1.72961
H -2.73732 -0.19436 -1.94654
H -2.45363 -1.10472 -0.45909
C 2.70881 -1.00403 3.07626
S 1.89254 0.38147 2.26771
C 2.70933 1.76335 3.08566
O 3.17356 0.33378 0.16127
H 3.72816 -1.12078 2.70094
H 2.11422 -1.87897 2.80659
H 2.71412 -0.90115 4.16392
H 3.79673 1.65964 3.05097
H 2.37561 1.87906 4.11928
H 2.43306 2.65182 2.51574
C 2.95465 -1.62718 -2.05013
C 2.92372 -0.10020 -2.15069
C 2.14436 0.33602 -3.39641
C 4.36594 0.40710 -2.30521
C 2.30132 0.53447 -0.85575
H 3.38678 -2.06009 -2.96114
H 1.94259 -2.01422 -1.92310
H 3.56136 -1.93523 -1.19446
H 2.54952 -0.17177 -4.28100
H 2.24117 1.41514 -3.54716
H 1.08739 0.09506 -3.30645
H 4.82364 -0.02296 -3.20549
H 4.96791 0.13606 -1.43564
H 4.37706 1.49759 -2.40115
H 2.24867 1.62668 -1.05962

As for the HOMO energy (spin up / spin down): 0.872 / -1.624 eV. Its LUMO energy (spin up / spin down) is 4.7585 / 4.7539 eV. Its charge is -2. The value obtained for the max |F| is 0.02948 Eh/bohr. As for the energy above the lowest of the compared OMol25 structures with the same formula, charge and spin: 132.5 kJ/mol. The orbital gap (spin up / spin down) comes out at 3.89 / 6.38 eV.

Here are the Mulliken charges for atoms 1 to 8, given in e: Al -1.49; O -0.84; C 0.10; O -0.40; C 0.19; C -0.38; C -0.69; C -0.78

(6)
Molecular formula: C8H9NS
Method: DFT, ωB97M-V with the def2-TZVPD basis set

Cartesian coordinates (Å):
N 1.68394 -0.68783 1.22684
C 0.69421 -0.81872 0.30668
C 0.74343 -1.93324 -0.49818
C -0.24454 -2.01138 -1.49584
C -1.15685 -0.99738 -1.67395
C -1.19244 0.08584 -0.83241
C -0.32263 0.11734 0.22615
C -0.40747 1.35908 1.25225
C -0.35717 2.64072 0.55207
S 0.96438 3.05691 -0.33765
H 2.38201 -1.38780 1.22473
H 1.84206 0.03817 1.87837
H 1.53661 -2.62358 -0.24198
H -0.10642 -2.85350 -2.16582
H -1.76173 -0.91784 -2.71075
H -1.87013 1.02393 -1.09603
H -1.39373 1.15998 1.78819
H 0.21093 1.50793 2.10855
H -1.24446 3.24135 0.48877

As for the HOMO energy: -7.890 eV. Its LUMO energy is -0.3436 eV. The value obtained for the max |F| is 0.08111 Eh/bohr. As for the energy above the lowest of the compared OMol25 structures with the same formula, charge and spin: 19.2 kJ/mol. The orbital gap comes out at 7.55 eV.

Here are the Mulliken charges for atoms 1 to 8, given in e: N -0.38; C 1.00; C -0.85; C -0.41; C -0.53; C -0.05; C 0.20; C -0.89